This record from the OMol25 dataset describes an isolated molecule of C16H18N2O3S at a distorted geometry. The level of theory is the ωB97M-V functional and the def2-TZVPD basis.

Energy above the lowest of the compared OMol25 structures with the same formula, charge and spin ... 25.7 kcal/mol
Molar mass ... 318.40 g/mol
Electronic energy ... -1353.93848 hartree
HOMO energy ... -8.71 eV
Spin multiplicity ... 1
Gap between HOMO and LUMO ... 8.7 eV

Structure (XYZ):
```
40
Properties=species:S:1:pos:R:3:forces:R:3
C -1.19646 -1.61623 3.15203 0.01 0.14 -0.28
C -0.45135 -1.40870 1.83942 0.18 -0.43 0.37
C -0.00537 -2.72111 1.20604 -0.15 0.27 0.00
O -1.22796 -0.62530 0.90920 0.16 0.21 0.02
C -2.37857 -1.09884 0.44047 -0.52 0.33 -0.41
O -2.89138 -2.14070 0.73763 -0.02 -0.20 0.10
C -2.97683 -0.10770 -0.55378 -0.05 -0.54 0.26
C -2.06946 0.02117 -1.76426 -0.07 0.42 -0.01
O -1.73210 -0.91558 -2.43337 -0.10 -0.21 -0.01
C -1.65090 1.43700 -2.10574 0.54 0.19 0.05
S -0.98375 2.33340 -0.67013 -0.28 0.29 -0.14
C 0.45990 1.38436 -0.37970 0.07 0.10 0.02
N 0.75230 0.45988 -1.27864 -0.04 0.04 -0.18
C 1.81890 -0.28056 -1.07044 0.32 0.06 0.49
C 2.66893 -0.13741 0.03133 -0.19 0.04 -0.05
C 2.38645 0.83758 0.96243 -0.20 0.04 -0.24
C 1.24419 1.62391 0.76169 0.28 -0.73 -0.68
C 0.87495 2.61015 1.69707 -0.12 0.34 0.38
N 0.58033 3.40078 2.47408 -0.11 0.28 0.24
C 3.78801 -1.12738 -0.04382 0.20 -0.02 0.08
C 3.30737 -2.13208 -1.10910 0.04 -0.05 -0.06
C 2.28997 -1.37062 -1.97550 0.02 -0.15 -0.11
H -2.06410 -2.25179 2.99815 -0.01 -0.04 0.05
H -0.53300 -2.08969 3.87029 0.09 -0.03 0.10
H -1.52260 -0.65870 3.55215 -0.01 0.06 0.09
H 0.42159 -0.76786 2.01325 -0.20 -0.14 -0.06
H 0.42279 -2.52913 0.22468 0.10 -0.03 -0.11
H -0.85157 -3.39317 1.09285 0.02 -0.06 0.00
H 0.74303 -3.19313 1.83671 0.12 -0.04 0.07
H -3.93790 -0.51083 -0.87734 0.08 0.03 0.01
H -3.11117 0.85658 -0.06398 -0.03 -0.08 -0.01
H -2.52649 2.01183 -2.41228 -0.03 0.04 0.03
H -0.90315 1.42688 -2.89770 -0.19 -0.05 -0.01
H 3.00574 1.00073 1.83315 0.03 0.02 0.07
H 4.70268 -0.62156 -0.36569 0.05 -0.04 0.03
H 3.99091 -1.60261 0.91602 0.07 0.00 0.00
H 2.81351 -2.97233 -0.61905 0.01 -0.01 -0.01
H 4.13281 -2.52591 -1.69879 -0.01 -0.07 0.03
H 2.76592 -0.92484 -2.85261 -0.02 0.01 -0.05
H 1.46631 -1.98980 -2.32841 -0.03 0.02 -0.04
```
Forces are in eV/Å.

Electronic structure analysis, Mulliken charges in units of e: -1.667, 0.812, -1.378, -0.021, 0.598, -0.563, -0.818, 0.652, -0.567, -0.767, -0.215, 0.535, -0.200, -0.052, 1.159, -0.929, 0.625, -0.431, -0.543, -1.025, -0.537, -0.983, 0.352, 0.469, 0.385, 0.106, 0.161, 0.402, 0.452, 0.368, 0.337, 0.426, 0.404, 0.516, 0.306, 0.357, 0.255, 0.386, 0.430, 0.205



This record from the OMol25 dataset describes an isolated molecule of C16H18N2O3S. The level of theory is the ωB97M-V functional and the def2-TZVPD basis.

Energy above the lowest of the compared OMol25 structures with the same formula, charge and spin ... 13.9 kcal/mol
Molar mass ... 318.40 g/mol
Electronic energy ... -1353.95733 hartree
HOMO energy ... -8.50 eV
Spin multiplicity ... 1
Gap between HOMO and LUMO ... 9.2 eV

Structure (XYZ):
```
40
Properties=species:S:1:pos:R:3:forces:R:3
C -6.35319 -0.26405 -1.68712 0.03 0.03 0.03
C -5.12833 -0.27074 -0.82640 0.08 -0.07 0.04
C -4.37325 -1.42668 -0.69083 -0.03 0.03 -0.03
C -3.23975 -1.46568 0.10099 0.01 0.07 0.03
C -2.83903 -0.31405 0.75709 0.33 -0.11 0.17
S -1.40948 -0.26473 1.81630 -0.03 -0.14 -0.15
C -0.26912 -1.41911 0.96869 -0.43 0.07 0.29
C 1.17688 -0.97437 1.08746 -0.21 -0.06 -0.03
O 2.06553 -1.77652 1.28877 0.12 -0.29 0.07
N 1.36704 0.35518 0.90425 -0.01 0.49 -0.11
C 2.57756 1.09777 0.90031 -0.24 -0.40 0.09
O 2.53204 2.28393 0.67843 -0.03 0.48 -0.11
N 3.67434 0.37894 1.17080 0.29 -0.33 0.12
C 5.00326 0.95544 1.10510 -0.04 0.13 -0.30
C 5.82792 0.28478 0.05663 0.43 -0.45 0.72
C 6.72957 -0.73695 0.13451 -0.42 0.55 0.11
C 7.16127 -0.98662 -1.19074 -0.21 0.27 -0.49
C 6.48514 -0.10299 -1.97266 0.62 -0.69 -0.11
O 5.67717 0.66721 -1.22909 -0.39 0.42 0.07
C -3.58632 0.84906 0.63748 0.01 -0.13 0.00
C -4.73035 0.88408 -0.14297 0.05 -0.10 0.04
C -5.52162 2.14968 -0.25592 0.01 -0.04 -0.02
H -7.23325 -0.00614 -1.09885 -0.12 0.02 -0.03
H -6.25957 0.47529 -2.48199 -0.08 0.04 -0.09
H -6.51257 -1.23968 -2.13877 -0.05 -0.03 -0.04
H -4.68031 -2.32460 -1.20777 -0.06 -0.08 -0.07
H -2.68887 -2.38766 0.20522 0.05 -0.08 0.02
H -0.54467 -1.43501 -0.08705 0.05 -0.04 0.00
H -0.36374 -2.41929 1.39235 0.15 0.10 -0.13
H 0.54531 0.93662 0.77534 0.17 -0.09 0.06
H 3.57380 -0.62289 1.30280 -0.12 0.15 -0.06
H 5.49520 0.84993 2.07682 0.02 0.08 -0.16
H 4.87476 2.01492 0.86723 0.11 -0.11 0.14
H 7.04962 -1.24279 1.02221 0.02 -0.06 0.25
H 7.87249 -1.72011 -1.51011 0.14 -0.12 -0.15
H 6.49396 0.07181 -3.03017 -0.07 0.11 -0.12
H -3.26424 1.73370 1.16634 0.03 0.16 0.01
H -6.54222 1.99355 0.09172 -0.10 0.07 0.00
H -5.57258 2.47833 -1.29341 -0.06 0.09 -0.05
H -5.07040 2.94048 0.33701 -0.01 0.08 0.02
```
Forces are in eV/Å.

Electronic structure analysis, Mulliken charges in units of e: -1.468, 0.979, -0.842, -0.489, 0.295, -0.141, -0.538, 0.539, -0.706, -0.123, 0.425, -0.657, -0.088, -1.055, 0.482, -0.473, -0.350, -0.425, -0.314, -1.026, 0.959, -1.544, 0.327, 0.316, 0.390, 0.342, 0.444, 0.426, 0.354, 0.213, 0.356, 0.313, 0.412, 0.437, 0.410, 0.451, 0.337, 0.332, 0.319, 0.383



This record from the OMol25 dataset describes an isolated molecule of C16H18N4O4S at a distorted geometry. The level of theory is the ωB97M-V functional and the def2-TZVPD basis.

Energy above the lowest of the compared OMol25 structures with the same formula, charge and spin ... 0.0 kcal/mol
Molar mass ... 362.41 g/mol
Electronic energy ... -1538.74429 hartree
HOMO energy ... -8.66 eV
Spin multiplicity ... 1
Gap between HOMO and LUMO ... 9.0 eV

Structure (XYZ):
```
43
Properties=species:S:1:pos:R:3:forces:R:3
C -2.85832 -2.47713 2.82771 0.03 -0.05 -0.30
C -2.02516 -2.38732 1.55282 0.05 0.11 0.23
C -0.70382 -3.12923 1.72057 -0.22 -0.02 -0.22
C -1.77082 -0.90648 1.20423 -0.24 -0.38 0.10
C -1.18108 -0.75958 -0.14364 -0.61 0.24 -0.55
N 0.06858 -0.87217 -0.40444 -0.02 -0.08 1.31
N 0.38940 -0.73778 -1.68306 0.37 -0.28 -1.57
C -0.61781 -0.49968 -2.45183 -0.90 -0.21 0.90
N -0.54247 -0.27746 -3.79319 -0.55 -0.21 -0.63
C 0.50641 0.28506 -4.50239 0.15 0.11 0.22
O 0.43843 0.35897 -5.70048 0.09 0.06 -0.22
C 1.66136 0.79253 -3.66783 0.02 0.23 -0.10
C 1.13383 1.71444 -2.56715 0.44 -0.11 -0.05
O 0.18984 2.45081 -2.74607 -0.21 0.09 -0.18
N 1.81882 1.60487 -1.39521 0.56 0.03 0.07
C 1.35244 2.05390 -0.16257 -0.07 0.03 0.30
C 0.60382 3.22267 -0.04377 -0.01 0.08 -0.10
C 0.11502 3.61894 1.18594 0.06 -0.13 0.06
C 0.36035 2.86042 2.32112 -0.07 0.07 0.09
C 1.09918 1.69979 2.21814 0.09 -0.03 -0.12
C 1.60450 1.28058 0.98830 -0.15 0.31 0.09
C 2.36438 0.02036 0.90489 0.34 -0.24 -0.27
O 3.11052 -0.28973 -0.00143 0.00 -0.01 0.05
O 2.18715 -0.77961 1.96017 -0.13 -0.14 0.46
S -2.15106 -0.45303 -1.58229 0.94 -0.01 0.10
H -3.81881 -1.98305 2.70045 -0.13 0.06 0.05
H -2.33395 -2.00551 3.65571 0.06 0.06 0.14
H -3.04056 -3.51776 3.08451 -0.04 -0.09 0.10
H -2.59004 -2.84220 0.73080 0.02 0.03 0.01
H -0.88256 -4.18719 1.89699 0.01 -0.12 0.05
H -0.15264 -2.72287 2.56552 0.10 0.06 0.13
H -0.08843 -3.02323 0.83108 0.12 -0.06 -0.02
H -2.71059 -0.35441 1.24743 0.02 0.07 0.10
H -1.07319 -0.48372 1.93021 -0.02 0.08 0.01
H -1.38201 -0.43342 -4.33815 0.25 0.03 0.00
H 2.20199 -0.05084 -3.23956 0.02 0.04 -0.05
H 2.32157 1.35664 -4.32948 -0.09 -0.04 0.02
H 2.49004 0.84101 -1.30320 -0.23 0.15 -0.15
H 0.40381 3.80892 -0.92465 0.01 0.00 -0.02
H -0.45981 4.52995 1.25913 -0.05 0.08 -0.01
H -0.02288 3.17545 3.27962 -0.02 0.02 0.09
H 1.30209 1.10033 3.09198 -0.01 -0.04 0.06
H 2.68244 -1.60224 1.82304 0.02 0.22 -0.19
```
Forces are in eV/Å.

Electronic structure analysis, Mulliken charges in units of e: -1.601, 0.713, -1.356, -0.806, 0.303, 0.217, -0.615, 0.332, -0.003, 0.298, -0.615, -0.366, 0.121, -0.661, -0.164, -0.065, -0.487, -0.650, -0.698, -0.473, 0.689, 0.633, -0.704, -0.436, -0.294, 0.410, 0.341, 0.417, 0.277, 0.429, 0.271, 0.366, 0.540, 0.060, 0.247, 0.390, 0.362, 0.395, 0.479, 0.409, 0.427, 0.515, 0.352



- Which of these has the lowest electronic energy?
  C16H18N4O4S